1.
The following is a quantum chemistry calculation of a structure of composition C5H13N in a non-equilibrium geometry, from the Open Molecules 2025 dataset.

Positions of all 19 atoms, in Å:
1 N 0.55121 -0.49228 2.61520
2 C -0.96977 0.85015 -1.20909
3 C -0.41549 1.49206 0.13167
4 C 0.32132 -0.65108 -1.30026
5 C 1.27774 -0.91297 -0.30435
6 C -1.13954 -0.64367 -0.99823
7 H -0.45875 1.30554 -2.05717
8 H 1.26873 -1.93114 0.08483
9 H 2.22185 -0.37165 -0.31547
10 H 0.65249 1.51961 -0.05324
11 H 1.34455 -0.42183 3.23594
12 H -0.62334 0.85294 0.95701
13 H -2.02448 1.28772 -1.40401
14 H -1.74947 -1.20941 -1.69306
15 H 0.32338 -1.47573 2.65219
16 H -0.75437 2.52055 0.30250
17 H 0.58452 -0.39583 -2.32227
18 H -1.35102 -0.92556 0.03309
19 H 0.94042 -0.39743 1.64472

Computed properties:
ΔE to the lowest compared entry with this formula, charge and spin = 89.9 kcal per mole
frontier orbital gap = 0.3270 Ha
E_HOMO = -0.2928 Ha
E_tot = -6882.2983 eV
net charge = 0

Atom charges from the Löwdin analysis, given in e for atoms 1 to 5:
1. N 0.006
2. C -0.280
3. C -0.090
4. C -0.227
5. C -0.076


2.
The following is a quantum chemistry calculation of an isolated molecule of C5H13N in a non-equilibrium geometry, from the Open Molecules 2025 dataset.

Positions of all 19 atoms, in Å:
1 N -0.04705 -0.62145 -0.23366
2 C 0.98736 0.12756 0.52988
3 C -1.40645 -0.19894 -0.59445
4 C -1.47704 -0.21714 -2.16537
5 C 1.48884 -0.75933 1.65501
6 C 0.50644 1.55186 0.89001
7 H -0.53782 0.33337 -2.37106
8 H 0.38741 -0.95952 -1.07595
9 H 0.00637 1.42900 1.87708
10 H -2.08848 -0.98636 -0.23653
11 H 1.72467 -1.76761 1.29916
12 H 2.49872 -0.41281 1.95283
13 H -1.80987 0.72321 -0.17024
14 H -0.22685 1.94188 0.19794
15 H -2.32705 0.26543 -2.64746
16 H 0.92145 -0.76488 2.58968
17 H 1.35014 2.19298 1.15400
18 H 1.78063 0.26875 -0.22392
19 H -1.42542 -1.27983 -2.39604

Computed properties:
ΔE to the lowest compared entry with this formula, charge and spin = 31.3 kcal per mole
frontier orbital gap = 0.3446 Ha
E_HOMO = -0.3029 Ha
E_tot = -6884.8383 eV
structure (SMILES) = CCNC(C)C
net charge = 0

Atom charges from the Löwdin analysis, given in e for atoms 1 to 5:
1. N -0.072
2. C -0.442
3. C -0.285
4. C -0.087
5. C -0.083


3.
The following is a quantum chemistry calculation of an isolated molecule of C5H13N in a non-equilibrium geometry, from the Open Molecules 2025 dataset.

Positions of all 19 atoms, in Å:
1 N -0.51588 -1.37277 0.42508
2 C 0.39002 1.93869 -1.04245
3 C -0.11815 -2.34644 -0.74194
4 C 0.12687 0.49813 1.86495
5 C 0.19033 -0.10097 0.42415
6 C -0.57770 0.81471 -0.65799
7 H -0.77864 -1.99156 -1.62111
8 H 1.39304 1.48697 -1.23585
9 H 0.92009 -2.02843 -1.05529
10 H -1.53513 1.06091 -0.29740
11 H -0.64810 -1.86744 1.28899
12 H 0.52894 1.57737 1.82626
13 H -0.07025 2.64640 -1.74135
14 H 1.35938 -0.40357 0.19494
15 H -0.23333 -3.44625 -0.42876
16 H 0.75071 -0.01822 2.57382
17 H -0.76806 0.35161 -1.68593
18 H 0.53058 2.63415 -0.10142
19 H -0.94474 0.56671 2.01130

Computed properties:
ΔE to the lowest compared entry with this formula, charge and spin = 46.8 kcal per mole
frontier orbital gap = 0.3499 Ha
E_HOMO = -0.3056 Ha
E_tot = -6884.1673 eV
structure (SMILES) = CC[C@@H](C)NC
net charge = 0

Atom charges from the Löwdin analysis, given in e for atoms 1 to 5:
1. N -0.144
2. C -0.141
3. C -0.091
4. C -0.068
5. C -0.441


4.
The following is a quantum chemistry calculation of a cluster of 2 separate species, C5H13N in total in a non-equilibrium geometry, from the Open Molecules 2025 dataset.

Positions of all 19 atoms, in Å:
1 N -2.87458 -0.79027 -1.29031
2 C 1.42612 -0.49933 0.10367
3 C 0.18018 0.38204 0.58644
4 C 2.77658 0.09504 -0.06035
5 C -1.06870 0.37069 -0.32496
6 C -2.34271 -0.24209 0.03911
7 H 2.69318 1.08828 -0.52741
8 H 3.20303 0.34403 0.92316
9 H 2.15280 0.60578 2.10980
10 H 3.51698 -0.49477 -0.58423
11 H -2.21172 -1.05055 0.78460
12 H -2.00705 -0.66840 -1.81838
13 H 1.00867 -0.90644 -0.85960
14 H -1.18515 1.36197 -0.77485
15 H -3.56979 -0.20135 -1.74189
16 H -3.12330 0.40321 0.45421
17 H 1.15929 -1.26353 0.85122
18 H -0.21819 0.03507 1.55500
19 H 0.48436 1.43060 0.57476

Computed properties:
ΔE to the lowest compared entry with this formula, charge and spin = 136.0 kcal per mole
frontier orbital gap (spin up / spin down) = 0.2270 / 0.2811 Ha
E_HOMO (spin up / spin down) = -0.5038 / -0.5572 Ha
spin multiplicity = 2
E_tot = -6871.8637 eV
net charge = +1

Atom charges from the Löwdin analysis, given in e for atoms 1 to 5:
1. N 0.105
2. C -0.255
3. C -0.164
4. C -0.124
5. C 0.125


5.
The following is a quantum chemistry calculation of a cluster of 2 separate species, C5H13N in total in a non-equilibrium geometry, from the Open Molecules 2025 dataset.

Positions of all 19 atoms, in Å:
1 N 1.17443 3.11335 1.31862
2 C 0.03440 2.90711 1.93824
3 C 1.89418 4.34472 1.69681
4 C -1.99955 -2.96074 -1.07078
5 C 0.20382 -2.51086 -2.03667
6 C -0.56172 -2.57244 -0.75565
7 H 2.89582 4.20016 1.66780
8 H -0.19058 -3.44828 -0.17424
9 H -0.42185 1.89149 1.87858
10 H -2.44850 -2.15374 -1.60264
11 H -2.43676 -3.10377 -0.08601
12 H -0.34749 -1.72150 -2.63744
13 H 1.69687 5.07225 0.91816
14 H -0.37163 3.60555 2.60859
15 H 0.21581 -3.55176 -2.55710
16 H -2.05586 -3.80809 -1.60368
17 H -0.32706 -1.71917 -0.11385
18 H 1.28702 -2.16860 -2.08940
19 H 1.75866 4.58430 2.70067

Computed properties:
ΔE to the lowest compared entry with this formula, charge and spin = 87.1 kcal per mole
frontier orbital gap (spin up / spin down) = 0.2552 / 0.1227 Ha
E_HOMO (spin up / spin down) = -0.4810 / -0.4810 Ha
spin multiplicity = 2
E_tot = -6873.9828 eV
net charge = +1

Atom charges from the Löwdin analysis, given in e for atoms 1 to 5:
1. N 0.217
2. C 0.189
3. C 0.017
4. C -0.110
5. C -0.166


6.
The following is a quantum chemistry calculation of the ion C5H13N with charge +1 in a non-equilibrium geometry, from the Open Molecules 2025 dataset.

Positions of all 19 atoms, in Å:
1 N -0.68454 0.40955 -0.18765
2 C -0.71032 1.79517 0.28286
3 C 1.61902 -0.21616 0.57478
4 C 0.13245 -0.46201 0.67257
5 C -0.35447 0.37829 -1.60192
6 C -0.16672 -1.94758 0.35926
7 H 0.16161 2.35469 -0.06424
8 H 0.30806 1.14795 -1.98783
9 H 2.10464 -0.76410 1.38394
10 H 0.21336 -2.58216 1.15135
11 H -0.74114 1.82434 1.36825
12 H 2.04441 -0.65810 -0.32390
13 H -1.27492 0.51356 -2.18154
14 H -0.32239 -0.37462 1.64336
15 H -1.59240 2.31403 -0.08617
16 H -0.04160 -0.62389 -1.87134
17 H 0.26516 -2.23244 -0.59845
18 H 1.99110 0.78570 0.79894
19 H -1.24867 -2.08742 0.39835

Computed properties:
ΔE to the lowest compared entry with this formula, charge and spin = 12.0 kcal per mole
frontier orbital gap (spin up / spin down) = 0.4986 / 0.3250 Ha
E_HOMO (spin up / spin down) = -0.5983 / -0.6084 Ha
spin multiplicity = 2
E_tot = -6877.2422 eV
net charge = +1

Atom charges from the Löwdin analysis, given in e for atoms 1 to 5:
1. N -0.008
2. C 0.004
3. C -0.018
4. C -0.386
5. C -0.001


7.
The following is a quantum chemistry calculation of the ion C5H13N2 with charge +1 in a non-equilibrium geometry, from the Open Molecules 2025 dataset.

Positions of all 20 atoms, in Å:
1 N 0.93268 -1.20456 0.56884
2 N -0.11576 -0.07572 -1.44016
3 C -0.40070 -1.55765 1.01058
4 C -0.15239 0.66852 2.24956
5 C -0.29182 -0.14157 1.03216
6 C -0.51851 0.65237 -0.30562
7 C 0.37536 0.62775 -2.59552
8 H 0.84598 1.15392 2.42283
9 H -0.43854 -2.05144 2.05798
10 H 0.21561 0.17265 -3.54868
11 H 0.27834 1.41453 -0.27377
12 H 1.54961 -1.19610 1.30866
13 H 1.04272 -0.96597 -0.48532
14 H 1.54243 0.94954 -2.45119
15 H -0.91736 1.42582 2.01351
16 H -0.13617 1.60407 -2.67262
17 H -0.48350 0.05868 2.99075
18 H -0.92468 -0.55254 -1.78371
19 H -0.98725 -2.08831 0.31358
20 H -1.41606 1.10602 -0.41186

Computed properties:
ΔE to the lowest compared entry with this formula, charge and spin = 84.6 kcal per mole
frontier orbital gap = 0.4166 Ha
E_HOMO = -0.5154 Ha
E_tot = -8367.1400 eV
structure (SMILES) = CNC[C@@]1(C)C[NH2+]1
net charge = +1

Atom charges from the Löwdin analysis, given in e for atoms 1 to 5:
1. N 0.167
2. N -0.173
3. C -0.084
4. C 0.015
5. C -0.288


8.
The following is a quantum chemistry calculation of the ion C5H13N2 with charge +1 in a non-equilibrium geometry, from the Open Molecules 2025 dataset.

Positions of all 20 atoms, in Å:
1 N -1.10605 -1.24626 1.21424
2 N 1.54007 0.15353 -1.55574
3 C 0.74735 0.80275 -0.65632
4 C -0.27927 1.00120 1.65065
5 C 0.99599 -0.39061 -2.81310
6 C 0.83030 0.64819 0.69427
7 C -1.56757 0.20896 1.37693
8 H 0.01913 -0.82641 -2.59423
9 H -0.68227 -1.59846 2.07492
10 H -0.28051 -1.15089 0.58693
11 H 1.73796 0.29459 1.16248
12 H -1.81277 -1.91752 0.92478
13 H -0.00717 1.49565 -1.02222
14 H 1.70296 -1.08158 -3.24883
15 H 0.80989 0.45368 -3.46160
16 H -2.36146 0.14144 2.11650
17 H 2.30716 -0.31375 -1.09968
18 H 0.00441 0.82498 2.68703
19 H -0.59057 2.04713 1.55284
20 H -2.00758 0.45338 0.41017

Computed properties:
ΔE to the lowest compared entry with this formula, charge and spin = 53.5 kcal per mole
frontier orbital gap = 0.3093 Ha
E_HOMO = -0.4317 Ha
E_tot = -8368.4883 eV
structure (SMILES) = CN/C=C/CC[NH3+]
net charge = +1

Atom charges from the Löwdin analysis, given in e for atoms 1 to 5:
1. N 0.160
2. N -0.080
3. C -0.160
4. C -0.190
5. C -0.058


9.
The following is a quantum chemistry calculation of the ion C5H13N2 with charge +1 in a non-equilibrium geometry, from the Open Molecules 2025 dataset.

Positions of all 20 atoms, in Å:
1 N -2.11971 0.32242 -1.09716
2 N -1.23581 -1.09277 0.97265
3 C 2.72685 0.67243 0.62017
4 C -1.07790 0.96111 -0.30248
5 C 2.14505 0.12069 -0.43684
6 C -0.21236 -0.09805 0.45233
7 C 0.84997 -0.66453 -0.46586
8 H -0.76966 -1.80738 1.55523
9 H -1.73422 -1.51200 0.18370
10 H 2.52405 0.12298 -1.44962
11 H -1.93248 0.02322 -2.06387
12 H 3.73755 1.00655 0.63847
13 H 1.15527 -1.65876 0.03032
14 H -2.83479 1.02666 -1.22398
15 H -2.02584 -0.56271 1.35888
16 H 2.21922 0.59176 1.57584
17 H -1.56831 1.57275 0.47988
18 H 0.20865 0.22365 1.39371
19 H -0.35183 1.59846 -0.80136
20 H 0.29629 -0.84649 -1.42000

Computed properties:
ΔE to the lowest compared entry with this formula, charge and spin = 54.4 kcal per mole
frontier orbital gap = 0.3734 Ha
E_HOMO = -0.4953 Ha
E_tot = -8368.4500 eV
structure (SMILES) = C=CC[C@H]([NH3+])CN
net charge = +1

Atom charges from the Löwdin analysis, given in e for atoms 1 to 5:
1. N 0.012
2. N 0.196
3. C 0.041
4. C -0.209
5. C -0.162


10.
The following is a quantum chemistry calculation of the ion C5H13N2 with charge +1 in a non-equilibrium geometry, from the Open Molecules 2025 dataset.

Positions of all 20 atoms, in Å:
1 N -0.61967 -1.45333 -0.43226
2 N -0.99783 1.59215 2.72171
3 C -0.78217 0.92293 1.52006
4 C 0.43121 0.95429 -0.77290
5 C 0.45001 -1.72577 -1.38141
6 C 0.33305 1.05068 0.66785
7 C 1.26959 -0.40082 -1.34683
8 H 2.21905 -0.36353 -0.85667
9 H -1.04905 -2.22322 0.15582
10 H -1.38045 -0.87131 -0.76587
11 H -1.62008 0.17092 1.27321
12 H -0.57438 1.00421 -1.13695
13 H 1.48492 -0.21917 -2.36410
14 H -1.86233 1.58904 3.09624
15 H -0.39697 2.17370 3.21748
16 H -0.12150 -0.83480 0.30663
17 H -0.03685 -2.01916 -2.36777
18 H 0.91517 1.81032 -1.34751
19 H 1.27512 1.44160 0.97688
20 H 1.06316 -2.59872 -1.16363

Computed properties:
ΔE to the lowest compared entry with this formula, charge and spin = 83.8 kcal per mole
frontier orbital gap = 0.3159 Ha
E_HOMO = -0.4350 Ha
E_tot = -8367.1765 eV
structure (SMILES) = N/C=C/CCC[NH3+]
net charge = +1

Atom charges from the Löwdin analysis, given in e for atoms 1 to 5:
1. N 0.101
2. N 0.114
3. C -0.135
4. C -0.199
5. C -0.152